The following is a quantum chemistry calculation of a molecular structure, C37H24F5InN2P2SSeTe, from the Open Molecules 2025 dataset.

- relative energy (zero: lowest compared OMol25 entry of this formula, charge and spin) (kcal per mole) = 62.24
- energy (eV) = -162549.4943
- M (u) = 1006.996
- E_HOMO (eV) = -7.94
- largest force on an atom (Eh/bohr) = 0.02971

Each line ends with the Mulliken charge.
Atoms and positions in Å:
In1 0.0301 -0.3948 0.1098  1.36
F1 6.6415 0.0067 2.8568  -0.31
C1 5.3279 -0.2162 2.7409  0.59
C2 4.6982 -0.1772 1.5017  0.05
F2 5.4037 0.1119 0.4038  -0.31
C3 3.3358 -0.4202 1.4115  -0.14
F3 2.7552 -0.3060 0.1821  -0.40
C4 2.5429 -0.7371 2.5188  0.98
S1 0.8586 -1.0918 2.5085  -0.26
C5 3.2085 -0.7521 3.7561  -0.14
F4 2.5060 -0.9957 4.8676  -0.39
C6 4.5620 -0.4913 3.8729  0.33
F5 5.1370 -0.4936 5.0792  -0.31
Te1 -2.4344 2.6474 -2.3333  0.25
C7 -3.8231 4.2006 -1.8801  0.11
C8 -3.7422 5.4651 -2.4432  -0.27
C9 -4.6385 6.4347 -2.0180  -0.42
N1 -5.5708 6.2195 -1.1068  -0.63
C10 -5.6632 5.0036 -0.5953  -0.51
C11 -4.8217 3.9628 -0.9463  0.20
C12 -2.3273 2.1779 -0.2091  -0.53
P1 -2.6930 0.4788 0.1176  -0.50
C13 -4.3947 0.1548 -0.4726  0.70
C14 -5.4835 0.1136 0.3955  -0.20
C15 -6.7562 -0.0843 -0.1086  -0.80
C16 -6.9548 -0.2404 -1.4705  -0.53
C17 -5.8711 -0.2287 -2.3339  -0.77
C18 -4.5927 -0.0503 -1.8362  -0.32
C19 -2.8389 0.3344 1.9252  0.77
C20 -3.4669 1.3335 2.6634  0.04
C21 -3.5658 1.2164 4.0364  -0.89
C22 -3.0295 0.1128 4.6789  -0.70
C23 -2.4340 -0.8994 3.9444  -0.70
C24 -2.3539 -0.7991 2.5667  -1.48
P2 -0.6066 2.4540 0.1339  -0.30
C25 -0.3807 4.2240 -0.2560  1.19
C26 -1.3990 5.1033 0.1029  -0.47
C27 -1.2749 6.4483 -0.1776  -0.77
C28 -0.1362 6.9202 -0.8112  -0.65
C29 0.8881 6.0490 -1.1416  -0.66
C30 0.7739 4.6988 -0.8602  -0.59
C31 -0.2053 2.5935 1.9125  1.11
C32 -1.0629 3.1425 2.8547  -0.15
C33 -0.6476 3.2603 4.1673  -0.71
C34 0.6325 2.8851 4.5370  -0.87
C35 1.5129 2.4004 3.5859  -0.59
C36 1.0907 2.2448 2.2791  -0.79
H1 -2.9855 5.6909 -3.1802  0.41
H2 -4.6031 7.4405 -2.4184  0.39
H3 -6.4524 4.8574 0.1320  0.40
H4 -4.9259 2.9840 -0.4975  0.29
H5 -5.3416 0.2367 1.4592  0.37
H6 -7.5975 -0.1141 0.5693  0.44
H7 -7.9529 -0.3869 -1.8566  0.40
H8 -6.0214 -0.3659 -3.3945  0.43
H9 -3.7387 -0.0897 -2.5023  0.49
H10 -3.8758 2.1928 2.1503  0.65
H11 -4.0569 1.9934 4.6043  0.48
H12 -3.0827 0.0319 5.7545  0.42
H13 -2.0278 -1.7687 4.4367  0.48
H14 -1.9329 -1.6188 1.9901  0.97
H15 -2.2870 4.7253 0.5896  0.24
H16 -2.0720 7.1246 0.0975  0.48
H17 -0.0481 7.9700 -1.0498  0.42
H18 1.7797 6.4195 -1.6247  0.43
H19 1.5704 4.0104 -1.1126  0.44
H20 -2.0523 3.4581 2.5659  0.28
H21 -1.3279 3.6530 4.9046  0.46
H22 0.9458 2.9766 5.5643  0.44
H23 2.5254 2.1407 3.8544  0.55
H24 1.7761 1.8834 1.5164  0.58
Se1 2.4709 -4.2304 0.0767  -0.17
C37 1.3302 -3.0835 -0.4788  0.24
N2 0.5169 -2.3322 -0.8939  -0.62

Cartesian forces (eV/Å) of the 6 atoms listed first:
In 0.21 -0.93 0.41
F -0.30 -0.01 -0.09
C -0.27 -0.09 0.07
C 0.10 0.08 0.07
F -0.10 -0.04 0.15
C -0.21 -0.07 0.21



The following is a quantum chemistry calculation of a molecular structure, C35H29AlClF5N3O6S2Te, from the Open Molecules 2025 dataset.

- relative energy (zero: lowest compared OMol25 entry of this formula, charge and spin) (kcal per mole) = 82.88
- energy (eV) = -115198.2891
- charge = -1
- M (u) = 936.791
- E_HOMO (eV) = -5.68
- largest force on an atom (Eh/bohr) = 0.14820

Each line ends with the Mulliken charge.
Atoms and positions in Å:
Al1 -0.4340 0.4053 0.6620  -0.25
C1 4.7416 6.1920 1.6630  -1.51
C2 3.5408 5.3330 1.9568  1.09
C3 2.5929 5.7184 2.8988  -0.96
C4 1.4935 4.9198 3.1609  -1.03
C5 1.3364 3.7237 2.4788  0.53
C6 2.2751 3.3132 1.5496  0.56
C7 3.3611 4.1289 1.2837  -1.43
S1 -0.1501 2.8068 2.8533  1.17
O1 -0.3784 3.0427 4.2553  -0.74
O2 -1.3100 3.3289 2.0661  -0.43
N1 0.1090 1.2686 2.5103  0.12
C8 1.2160 0.6802 3.1088  -0.51
C9 1.6706 0.8414 4.4031  -0.65
C10 2.7857 0.1187 4.8612  -0.86
C11 3.4451 -0.7716 4.0600  -1.01
C12 3.0363 -0.9432 2.7221  1.05
C13 3.6549 -1.8239 1.8146  -0.99
C14 3.2390 -1.8538 0.5127  -0.68
C15 2.2037 -1.0050 0.1033  -0.61
N2 1.5688 -0.2065 0.9310  0.62
C16 1.9489 -0.1821 2.2357  0.99
H1 5.0128 6.7942 2.5300  0.38
H2 4.5319 6.8704 0.8328  0.28
H3 5.5953 5.5768 1.3794  0.37
H4 2.7081 6.6580 3.4263  0.37
H5 0.7478 5.2094 3.8884  0.49
H6 2.1458 2.3905 1.0063  0.40
H7 4.0690 3.8279 0.5207  0.38
H8 1.1500 1.5197 5.0607  0.67
H9 3.1106 0.2630 5.8842  0.39
H10 4.2746 -1.3552 4.4404  0.39
H11 4.4505 -2.4698 2.1664  0.40
H12 3.6948 -2.5233 -0.2032  0.44
H13 1.8596 -0.9975 -0.9231  0.53
F1 -3.2518 3.3917 0.6438  -0.41
Te1 -1.4145 3.2119 -0.0414  1.18
F2 -0.2034 4.6922 0.3314  -0.38
F3 -0.5451 3.5316 -1.8067  -0.47
F4 -2.2628 4.8202 -0.7971  -0.35
F5 -2.5348 2.3088 -1.3993  -0.52
O3 -0.0115 2.0580 0.0606  -0.14
N3 -0.6921 0.0465 -1.2980  -0.07
S2 -1.1420 -1.3281 -1.9555  0.43
C17 -2.9279 -1.6086 -1.8589  0.65
C18 -3.3706 -2.8937 -2.1400  -0.65
C19 -4.7240 -3.1778 -2.0602  -0.72
C20 -5.6161 -2.1858 -1.6726  -0.50
C21 -5.1609 -0.9055 -1.3931  -1.16
C22 -3.8096 -0.6058 -1.5017  0.03
C23 -1.0677 -0.9376 -3.7239  0.09
C24 -2.0716 -0.2340 -4.3726  -0.12
C25 -1.8906 0.1534 -5.6914  -0.78
C26 -0.7082 -0.1473 -6.3515  -0.46
C27 0.2895 -0.8609 -5.7040  -0.73
C28 0.1079 -1.2574 -4.3888  -0.32
H14 -0.9567 0.8729 -1.8322  0.44
H15 -2.6590 -3.6609 -2.4279  0.34
H16 -5.0855 -4.1706 -2.2966  0.40
H17 -6.6722 -2.4120 -1.5917  0.37
H18 -5.8506 -0.1291 -1.0896  0.48
H19 -3.4562 0.4001 -1.3208  0.80
H20 -2.9796 0.0358 -3.8535  0.41
H21 -2.6671 0.7145 -6.1935  0.40
H22 -0.5606 0.1817 -7.3721  0.37
H23 1.2141 -1.0857 -6.2196  0.40
H24 0.8873 -1.7960 -3.8622  0.35
O4 1.1547 -3.7059 -0.9265  -0.24
C29 0.0431 -4.3658 -0.4754  0.94
C30 -0.3311 -5.5789 -1.0431  -0.89
C31 -1.4254 -6.2782 -0.5603  -0.58
C32 -2.1494 -5.7656 0.5037  -0.88
C33 -1.7738 -4.5539 1.0639  -0.18
C34 -0.6899 -3.8312 0.5832  0.36
C35 -0.2727 -2.5643 1.3190  -0.02
O5 0.3593 -2.7126 2.3525  -0.66
O6 -0.7051 -1.4531 0.8307  0.15
H25 1.5400 -4.2092 -1.6489  0.26
H26 0.2502 -5.9852 -1.8659  0.31
H27 -1.7023 -7.2251 -1.0060  0.40
H28 -2.9975 -6.3070 0.9017  0.41
H29 -2.3251 -4.1374 1.8977  0.51
Cl1 -2.4785 0.8515 1.1541  -0.20

Cartesian forces (eV/Å) of the 6 atoms listed first:
Al 0.91 -0.82 -0.04
C -0.13 0.02 -0.05
C 0.08 -0.06 -0.01
C 0.01 -0.02 -0.01
C -0.09 0.02 0.02
C -0.22 0.04 -0.03



The following is a quantum chemistry calculation of a single CH2Br2O2S molecule, from the Open Molecules 2025 dataset.

- relative energy (zero: lowest compared OMol25 entry of this formula, charge and spin) (kcal per mole) = 40.81
- energy (eV) = -156081.5121
- M (u) = 237.900
- E_HOMO (eV) = -10.10
- largest force on an atom (Eh/bohr) = 0.09433

Each line ends with the Mulliken charge.
Atoms and positions in Å:
C1 1.4596 -0.4440 -0.4220  -0.13
O1 -1.6599 1.7381 1.3242  -0.36
O2 0.0973 0.5034 -0.1713  -0.54
S1 -1.5864 1.1703 0.0222  0.68
Br1 1.1789 -2.1434 0.4152  -0.07
Br2 -3.0002 -0.5355 0.0607  -0.12
H1 2.1275 0.0231 0.2554  0.23
H2 1.3832 -0.3120 -1.4844  0.31

Cartesian forces (eV/Å) of the 6 atoms listed first:
C -4.52 0.84 1.55
O 0.07 0.17 0.44
O -0.61 0.44 0.12
S 3.39 -1.10 -0.75
Br 0.04 0.07 -0.74
Br -0.12 -0.60 -0.05



The following is a quantum chemistry calculation of a molecular structure, C32H24NO2PdS5Te, from the Open Molecules 2025 dataset.

- relative energy (zero: lowest compared OMol25 entry of this formula, charge and spin) (kcal per mole) = 42.82
- energy (eV) = -104099.7592
- charge = +1
- M (u) = 848.904
- E_HOMO (alpha / beta) (eV) = -10.35 / -10.39
- largest force on an atom (Eh/bohr) = 0.09024

Each line ends with the Mulliken charge.
Atoms and positions in Å:
Pd1 -0.7847 0.6825 -1.1697  0.47
S1 1.4675 7.1336 0.7757  -0.07
C1 1.1404 5.6855 0.0855  0.13
S2 -0.1307 5.4466 -1.0826  0.13
C2 0.0567 3.7217 -1.2540  -0.14
C3 1.0760 3.1448 -0.5080  0.60
S3 1.5121 1.5091 -0.4778  -0.10
S4 2.0223 4.2364 0.4709  -0.03
S5 -1.0059 2.9155 -2.2980  -0.27
C4 -7.1006 1.0129 0.6227  -1.74
C5 -5.6099 1.0829 0.5389  0.01
C6 -4.9267 2.2950 0.5899  -0.38
C7 -3.5444 2.3426 0.5717  -0.08
C8 -2.7404 3.5690 0.5540  -0.17
O1 -1.5718 3.5780 0.9031  -0.66
C9 -3.3883 4.7792 -0.0015  0.98
C10 -4.3026 4.7186 -1.0513  -0.36
C11 -4.8629 5.8842 -1.5363  -0.83
C12 -4.5159 7.1081 -0.9865  -0.50
C13 -3.5858 7.1715 0.0400  -0.77
C14 -3.0106 6.0128 0.5239  -0.44
C15 -2.7495 1.1429 0.5715  -0.20
O2 -1.5016 1.1856 0.7461  -0.77
C16 -3.4778 -0.0926 0.3639  1.35
C17 -4.8675 -0.0817 0.3930  -0.68
C18 -2.7023 -1.2972 0.1376  0.99
N1 -1.4251 -1.2141 0.0063  -0.22
C19 -0.5273 -2.3246 -0.1675  -0.80
C20 -0.4753 -2.8061 -1.6129  -0.78
Te1 -0.1575 -1.1373 -3.0038  0.13
C21 -2.2213 -1.0978 -3.6075  0.20
C22 -2.7422 -2.1450 -4.3610  -0.42
C23 -4.0551 -2.0905 -4.7958  -0.69
C24 -4.8473 -0.9918 -4.4990  -0.54
C25 -4.3351 0.0401 -3.7268  -0.73
C26 -3.0275 -0.0147 -3.2765  0.47
C27 -3.4560 -2.5716 -0.0135  -0.39
C28 -4.1991 -2.7481 -1.1783  0.31
C29 -4.8972 -3.9238 -1.3904  -1.12
C30 -4.8728 -4.9258 -0.4344  -0.54
C31 -4.1433 -4.7471 0.7299  -0.92
C32 -3.4351 -3.5758 0.9441  -0.08
H1 -7.5379 2.0055 0.6589  0.39
H2 -7.3989 0.4650 1.5154  0.36
H3 -7.5083 0.4769 -0.2323  0.37
H4 -5.4846 3.2155 0.6898  0.60
H5 -4.5514 3.7717 -1.5111  0.64
H6 -5.5623 5.8351 -2.3554  0.43
H7 -4.9691 8.0109 -1.3610  0.42
H8 -3.2984 8.1225 0.4559  0.44
H9 -2.2823 6.0462 1.3198  0.56
H10 -5.3968 -1.0197 0.3064  0.60
H11 -0.8088 -3.1580 0.4860  0.35
H12 0.4641 -1.9660 0.1359  0.42
H13 -1.4100 -3.2895 -1.9023  0.27
H14 0.3515 -3.5008 -1.7395  0.58
H15 -2.1181 -2.9937 -4.6099  0.46
H16 -4.4568 -2.9016 -5.3834  0.44
H17 -5.8584 -0.9338 -4.8690  0.43
H18 -4.9480 0.8932 -3.4778  0.46
H19 -2.6345 0.8104 -2.6694  -0.10
H20 -4.2245 -1.9610 -1.9152  0.59
H21 -5.4666 -4.0453 -2.2992  0.48
H22 -5.4192 -5.8426 -0.5968  0.42
H23 -4.1333 -5.5215 1.4824  0.42
H24 -2.8861 -3.4381 1.8650  0.58

Cartesian forces (eV/Å) of the 6 atoms listed first:
Pd -0.08 -1.64 2.05
S -0.27 -0.92 -0.52
C 0.29 0.98 0.54
S 0.27 -0.67 -0.27
C -3.21 1.39 -2.47
C 3.05 -2.80 2.09